Record 1
Below is 10 unconnected molecules or ions with the total composition C4H25NO11 at a distorted geometry, with properties calculated with ωB97M-V with the def2-TZVPD basis set.

XYZ file:
```
41
Properties=species:S:1:pos:R:3:forces:R:3:mulliken_charge:R:1
C 0.9222 -1.7344 0.8749 0.4 -1.3 1.7 -0.81
C 0.7700 -1.5851 -0.5885 -2.2 1.7 -1.0 0.71
N 0.6079 -0.2763 -1.0137 0.7 -0.4 0.4 0.14
C 1.1198 0.8457 -0.2988 0.1 1.0 1.1 0.54
C 1.0157 2.1252 -1.0926 0.0 -0.9 -0.8 -0.07
O 0.3389 3.0693 -0.7769 0.1 0.2 0.1 -0.56
O 0.3883 -2.4352 -1.3905 0.7 -1.0 0.8 -0.80
H 1.8600 -1.5107 1.4110 -0.3 0.3 -1.0 0.35
H 0.1707 -1.1449 1.4076 0.0 0.2 -0.4 0.09
H 0.7282 -2.7625 1.1862 -0.2 -0.2 -0.5 0.38
H 0.2976 -0.1450 -1.9628 0.1 -0.1 -0.2 0.28
H 0.6456 1.0544 0.6577 -0.6 -0.4 0.0 -0.43
H 2.1521 0.7194 0.0469 0.3 -0.1 -0.6 -0.12
H 1.5439 2.1082 -2.0654 0.1 0.2 0.0 0.41
H -0.7683 -1.9950 -4.3698 0.0 -0.1 0.4 0.26
H -0.6003 -2.0829 -2.7910 0.5 -0.1 -0.3 0.37
O -0.8311 -1.5020 -3.5428 -0.5 0.4 -0.3 -0.63
H 3.1234 0.2482 2.6223 -0.6 -0.6 0.7 0.31
H 3.8304 -0.1436 1.4575 0.1 -1.0 -0.2 0.29
O 3.3645 -0.5882 2.1874 0.9 1.7 -0.2 -0.67
H -0.6827 3.7428 1.7275 0.1 0.3 0.4 0.26
H -0.6550 2.6444 0.7263 0.3 0.0 0.3 0.43
O -0.8108 2.7929 1.6840 -0.5 0.3 -0.7 -0.73
H -1.8988 1.9990 -2.8176 0.2 0.3 0.2 0.25
H -2.1342 0.5523 -2.6399 0.4 -0.4 0.0 0.26
O -1.6090 1.2684 -2.2593 -0.6 0.0 -0.2 -0.51
H -2.3417 -1.3273 2.0530 0.0 -0.2 0.1 0.28
H -2.3813 0.1759 2.2068 0.2 -0.6 0.4 0.44
O -2.0599 -0.6408 2.6652 -0.1 0.6 -0.3 -0.65
H -2.7574 0.9080 0.1341 0.2 0.4 -0.1 0.32
H -2.6509 2.1676 1.0894 0.1 -0.5 -0.2 0.34
O -3.0544 1.2910 0.9655 -0.4 0.1 0.2 -0.73
H -3.7341 -1.5413 -1.0523 -0.6 -0.5 0.2 0.33
H -2.3174 -1.7748 -1.1107 0.2 -0.9 0.2 0.29
O -3.1182 -2.2522 -0.8214 0.4 1.4 -0.4 -0.63
H -0.0802 1.5179 2.6641 0.6 -0.1 0.1 0.33
H 0.0017 0.2682 3.4836 0.0 -0.5 0.1 0.31
O 0.5727 0.8728 3.0054 -0.2 0.4 0.0 -0.63
H 3.5196 -2.3925 -1.0443 -0.2 0.3 0.0 0.28
H 4.1822 -1.0843 -1.4268 0.2 0.1 -0.1 0.25
O 3.3300 -1.4525 -1.1913 0.3 -0.4 0.1 -0.53
```
Forces are in eV/Å.

For the electronic energy, the calculation gives -1049.7950 hartree. The LUMO energy comes out at 0.0038 hartree. The calculation puts the energy above the lowest of the compared OMol25 structures with the same formula, charge and spin at 2.411 eV. As for the SMILES: CC(=O)NCC=O.O.O.O.O.O.O.O.O.O. The HOMO energy comes out at -9.515 eV. Its orbital gap is 9.6 eV.



Record 2
Below is 2 unconnected molecules or ions with the total composition C3H5F2NO at a distorted geometry, with properties calculated with ωB97M-V with the def2-TZVPD basis set.

XYZ file:
```
12
Properties=species:S:1:pos:R:3:forces:R:3:mulliken_charge:R:1
C -1.9700 0.0553 -0.3072 2.6 3.5 -2.3 0.31
C 1.7592 1.0404 0.0078 1.6 0.1 1.0 -0.91
C 0.9732 -0.2045 -0.3580 -0.2 0.1 0.6 0.50
N -2.0992 -1.0141 0.3184 1.1 -3.9 2.0 -0.25
O -2.6268 0.9371 -0.7374 -0.9 0.3 -0.1 -0.42
F 1.5047 -0.9155 -1.3685 -0.3 0.2 0.6 -0.25
F 0.6865 -1.0673 0.6980 0.8 0.7 -0.9 -0.28
H 1.9461 1.6880 -0.8770 -0.7 -0.5 0.5 0.31
H 2.8799 0.8076 0.3451 -2.3 0.1 -0.4 0.28
H 1.2342 1.6199 0.8358 0.7 -0.8 -1.2 0.26
H -1.3946 -1.6146 0.7058 1.3 0.6 -0.7 0.26
H -2.8933 -1.3322 0.7372 -3.7 -0.4 0.9 0.19
```
Forces are in eV/Å.

For the electronic energy, the calculation gives -446.9122 hartree. The LUMO energy (spin up / spin down) comes out at 0.0135 / 0.0100 hartree. The calculation puts the energy above the lowest of the compared OMol25 structures with the same formula, charge and spin at 3.787 eV. The HOMO energy (spin up / spin down) comes out at -8.650 / -7.525 eV. Its orbital gap (spin up / spin down) is 9.0 / 7.8 eV.



Record 3
Below is a molecular structure, C46H46FN5O6SSr at a distorted geometry, with properties calculated with ωB97M-V with the def2-TZVPD basis set.

XYZ file:
```
106
Properties=species:S:1:pos:R:3:forces:R:3:mulliken_charge:R:1
Sr 0.1977 -0.1166 0.0743 0.1 1.0 0.0 2.30
O -2.0197 -0.2220 -0.3954 -1.4 0.1 -0.3 -0.35
C -2.9705 0.4394 -0.9103 0.1 0.3 -0.1 0.08
C -4.2507 -0.1560 -1.1401 0.0 0.1 0.0 -0.88
C -5.2883 0.5481 -1.6927 -0.1 0.1 0.0 -0.31
C -5.1508 1.8965 -2.0757 0.1 -0.1 0.0 -0.78
C -3.9309 2.4996 -1.8776 0.0 0.0 0.0 -0.60
C -2.8398 1.8226 -1.3081 0.3 0.2 0.0 0.69
C -1.5979 2.5833 -1.1704 -0.4 -0.2 0.1 -0.51
N -0.4896 2.1550 -0.7021 0.2 0.8 -0.2 0.18
C 0.6861 3.0276 -0.7350 -0.2 -0.3 -0.4 -0.79
C 1.6394 2.5437 -1.8432 0.0 -0.4 0.1 -1.18
N 1.9724 1.1217 -1.6273 -0.1 0.5 0.1 0.72
C 2.8257 0.5527 -2.3789 0.1 -0.4 0.2 -1.45
C 3.3195 -0.8333 -2.2215 -0.2 0.5 -0.1 0.84
C 4.1659 -1.3386 -3.2111 0.0 -0.1 0.0 -0.48
C 4.7235 -2.6034 -3.1332 -0.1 0.0 0.1 -0.96
C 4.4298 -3.3889 -2.0045 0.0 0.0 0.0 -0.65
C 3.6026 -2.9299 -1.0039 0.1 0.0 -0.3 -0.24
C 3.0019 -1.6345 -1.0692 0.1 0.2 0.0 0.40
O 2.2471 -1.2188 -0.1383 1.1 -0.5 0.0 -0.02
H -4.3620 -1.1937 -0.8491 0.0 0.0 0.0 0.42
H -6.2435 0.0524 -1.8360 0.0 0.0 0.0 0.36
H -5.9777 2.4380 -2.5150 0.0 0.0 0.0 0.37
H -3.7897 3.5363 -2.1738 0.0 0.0 0.0 0.29
H -1.6609 3.6300 -1.5066 0.0 0.0 -0.1 0.08
H 1.2050 2.9577 0.2249 -0.1 0.0 0.0 -0.07
H 0.4184 4.0773 -0.9152 0.0 0.0 0.0 0.54
H 2.5454 3.1590 -1.8440 0.0 0.0 0.0 0.42
H 1.1467 2.6723 -2.8128 0.0 0.0 0.0 0.42
H 3.2800 1.1068 -3.2154 0.0 0.0 0.0 0.21
H 4.3869 -0.7037 -4.0667 0.0 0.0 0.0 0.34
H 5.3868 -2.9660 -3.9082 0.0 0.0 0.0 0.41
H 4.8726 -4.3766 -1.9119 0.0 0.0 0.0 0.43
H 3.3627 -3.5364 -0.1377 0.0 0.0 0.0 0.50
C -1.5226 -7.6224 -2.1146 -0.1 -0.1 0.0 -1.00
C -0.2176 -7.0888 -1.5444 0.0 0.1 0.0 -1.06
N -0.1202 -5.6367 -1.6332 0.1 -0.1 -0.2 0.34
C -0.4786 -4.8831 -0.5470 0.0 0.0 0.0 -0.51
C -0.4401 -3.5351 -0.4429 0.0 0.0 -0.4 0.02
C -0.8806 -2.9930 0.9519 0.2 0.1 0.1 0.10
O -1.6829 -3.7118 1.5512 0.1 0.0 0.0 -0.82
O -0.3159 -1.9353 1.3354 -0.5 -1.4 0.5 -0.75
C -0.0264 -2.7946 -1.6313 -0.1 0.0 0.2 1.31
O 0.0534 -1.5772 -1.7646 -0.2 -0.7 -0.6 -0.83
C 0.3076 -3.6153 -2.8203 0.0 0.0 0.1 0.73
C 0.7144 -2.9528 -3.9723 0.0 0.1 0.1 -0.44
C 1.0479 -3.6615 -5.0881 0.0 -0.1 -0.1 0.32
F 1.4057 -2.9909 -6.2153 0.0 0.0 0.0 -0.41
C 1.0121 -5.0566 -5.1009 0.2 0.0 -0.1 -1.57
C 0.6234 -5.7205 -3.9517 0.0 0.0 0.0 -0.43
C 0.2626 -5.0094 -2.8012 -0.1 -0.2 0.2 -0.05
N 1.3904 -5.8472 -6.2339 -0.1 0.0 0.0 0.31
C 0.4055 -6.7727 -6.7714 0.0 0.1 0.0 -0.61
C 1.1476 -8.0632 -7.1583 0.2 0.0 0.0 -0.77
N 2.5981 -7.6856 -7.3296 -0.2 0.1 0.0 -0.15
C 2.7082 -6.4413 -8.1686 0.0 -0.1 0.1 -0.65
C 2.1823 -5.2690 -7.3109 0.0 -0.1 0.1 -0.82
H -1.5630 -8.7103 -2.0306 0.0 0.0 0.0 0.39
H -1.6401 -7.3506 -3.1657 0.0 0.0 0.0 0.25
H -2.3701 -7.2068 -1.5686 0.0 0.0 0.0 0.34
H 0.6481 -7.5337 -2.0380 0.0 0.0 0.0 0.41
H -0.1343 -7.3454 -0.4902 0.0 0.0 0.0 0.48
H -0.8427 -5.4400 0.3086 0.0 0.0 0.0 0.52
H 0.7531 -1.8705 -3.9606 0.0 0.0 0.0 0.52
H 0.6253 -6.8028 -3.9539 0.0 0.0 0.0 0.58
H -0.0996 -6.3456 -7.6473 0.0 0.0 0.0 0.30
H -0.3560 -6.9934 -6.0298 0.0 0.0 0.0 0.46
H 0.7994 -8.4902 -8.0961 0.0 0.0 0.0 0.37
H 1.1093 -8.8216 -6.3789 0.0 0.0 0.0 0.41
H 3.1553 -8.4557 -7.6901 0.0 0.0 0.0 0.31
H 2.9242 -7.4269 -6.3933 0.1 0.0 0.0 0.38
H 2.1103 -6.6136 -9.0606 0.0 0.0 0.0 0.32
H 3.7469 -6.3106 -8.4599 0.0 0.0 0.0 0.37
H 1.6172 -4.5918 -7.9548 0.0 0.0 0.0 0.47
H 3.0117 -4.7123 -6.8820 0.0 0.0 0.0 0.53
O 1.4146 0.8878 1.8247 1.5 -0.1 1.0 -0.98
S 2.6815 0.0996 2.1779 -1.1 0.6 0.2 0.74
C 3.0075 0.5888 3.8919 0.0 0.2 0.3 -1.61
C 3.1714 2.0637 4.1342 0.0 -0.2 -0.1 0.36
C 4.4204 2.5893 4.4495 0.1 0.1 0.0 -0.14
C 4.5954 3.9581 4.6107 0.0 0.0 0.0 -0.74
C 3.5177 4.8180 4.4503 0.0 0.0 0.0 -0.38
C 2.2655 4.3007 4.1404 0.1 0.0 0.0 -0.81
C 2.0905 2.9318 3.9902 -0.1 0.0 0.0 -0.03
C 3.9768 1.0132 1.3591 0.3 0.0 -0.3 -0.71
C 5.3521 0.4723 1.6582 -0.1 0.1 0.0 0.20
C 5.5869 -0.8991 1.7331 0.0 -0.1 -0.1 0.13
C 6.8669 -1.3793 1.9813 -0.1 0.1 0.0 -0.97
C 7.9246 -0.4971 2.1546 0.0 0.0 0.0 -0.41
C 7.6971 0.8709 2.0777 0.0 0.0 0.0 -0.72
C 6.4172 1.3499 1.8330 0.1 0.0 0.1 -0.30
H 3.8814 0.0160 4.2075 0.0 0.0 0.1 0.48
H 2.1227 0.1946 4.3965 0.1 0.0 0.1 0.65
H 5.2652 1.9200 4.5636 0.0 0.0 0.0 0.40
H 5.5735 4.3507 4.8596 0.0 0.0 0.0 0.40
H 3.6494 5.8855 4.5741 0.0 0.0 0.0 0.39
H 1.4192 4.9641 4.0144 0.0 0.0 0.0 0.41
H 1.1171 2.5303 3.7412 0.0 0.0 0.0 0.39
H 3.8522 2.0589 1.6437 0.1 0.0 0.0 0.71
H 3.7243 0.9044 0.2995 0.0 0.0 0.1 0.12
H 4.7694 -1.5970 1.5806 0.0 0.0 0.0 0.30
H 7.0342 -2.4475 2.0331 0.0 0.0 0.0 0.41
H 8.9215 -0.8734 2.3456 0.0 0.0 0.0 0.39
H 8.5154 1.5671 2.2122 0.0 0.0 0.0 0.40
H 6.2378 2.4177 1.7801 0.0 0.0 0.0 0.45
```
Forces are in eV/Å.

For the electronic energy, the calculation gives -3034.5265 hartree. The LUMO energy comes out at -0.0609 hartree. The calculation puts the energy above the lowest of the compared OMol25 structures with the same formula, charge and spin at 1.793 eV. The HOMO energy comes out at -5.656 eV. Its orbital gap is 4.0 eV.



Record 4
Below is a single C4H8O2 molecule at a distorted geometry, with properties calculated with ωB97M-V with the def2-TZVPD basis set.

XYZ file:
```
14
Properties=species:S:1:pos:R:3:forces:R:3:mulliken_charge:R:1
C 1.7812 -0.2041 -0.2116 0.1 0.0 0.0 -0.88
C 0.8648 0.6721 0.5803 1.0 0.1 0.3 -0.17
C -1.1594 0.2182 -0.5716 -0.3 -0.6 0.0 -0.40
O -1.7231 1.4628 -0.2456 0.1 0.1 0.2 -0.52
C -0.7832 -0.6559 0.6788 -0.6 0.0 -0.6 -0.42
O 0.2093 -0.0452 1.5239 0.1 0.4 -0.3 -0.22
H 2.7056 0.0973 0.3008 0.2 -0.1 -0.1 0.32
H 1.8787 0.1223 -1.2514 0.1 0.1 0.2 0.32
H 1.6859 -1.2961 -0.1433 -0.1 0.2 0.1 0.30
H -1.9434 -0.3769 -1.0296 -0.3 0.0 -0.2 0.38
H -0.3799 0.3312 -1.3480 -0.2 -0.2 0.5 0.23
H -0.9999 2.0355 0.0597 -0.1 -0.2 0.0 0.44
H -0.4438 -1.6584 0.3826 -0.2 0.3 -0.1 0.30
H -1.6928 -0.7029 1.2749 0.1 -0.1 0.1 0.32
```
Forces are in eV/Å.

For the electronic energy, the calculation gives -307.5250 hartree. The LUMO energy comes out at 0.0121 hartree. The calculation puts the energy above the lowest of the compared OMol25 structures with the same formula, charge and spin at 5.099 eV. The HOMO energy comes out at -8.402 eV. Its orbital gap is 8.7 eV.



Record 5
Below is a single H3N3O2S molecule at a distorted geometry, with properties calculated with ωB97M-V with the def2-TZVPD basis set.

XYZ file:
```
9
Properties=species:S:1:pos:R:3:forces:R:3:mulliken_charge:R:1
N 0.9626 1.1008 -0.1236 -0.2 0.7 -0.9 -0.59
N 0.4071 -0.1182 0.0789 -2.9 -0.1 0.1 0.98
N -0.9425 -0.1707 0.2313 4.8 -0.7 -0.2 0.16
O 1.0662 -1.1693 0.0249 0.5 -1.1 0.3 -0.82
O -1.3371 -1.4208 0.4639 1.5 -1.7 0.2 -0.46
S -1.8442 1.1182 0.1854 -2.2 2.2 -0.1 -0.28
H 0.2601 1.6331 -0.6798 0.5 0.0 0.5 0.28
H 1.8268 0.9367 -0.6421 -0.2 0.0 0.2 0.29
H -0.3989 -1.9098 0.4612 -1.7 0.7 -0.1 0.43
```
Forces are in eV/Å.

For the electronic energy, the calculation gives -714.5300 hartree. The LUMO energy (spin up / spin down) comes out at -0.0108 / -0.0078 hartree. The calculation puts the energy above the lowest of the compared OMol25 structures with the same formula, charge and spin at 2.785 eV. The HOMO energy (spin up / spin down) comes out at -8.190 / -8.173 eV. Its orbital gap (spin up / spin down) is 7.9 / 8.0 eV.